Record 1
Here is a cluster of 40 separate species, H80O40 in total from OMol25. Energies are from ωB97M-V with the def2-TZVPD basis set.

Element x y z (Å)
H  3.53478  -4.63325  -1.19510
H  3.44292  -4.47057  -2.73465
O  3.72506  -4.09211  -1.86506
H  2.70704  2.95457  3.82551
H  1.60683  1.77514  3.56120
O  2.36149  2.16698  3.30102
H  -0.53957  -5.40631  -1.14850
H  -1.80509  -5.27991  0.08318
O  -1.51262  -5.32144  -0.86893
H  -3.61187  -0.79238  -5.62589
H  -3.59858  0.98394  -5.68225
O  -3.31831  0.10572  -5.55510
H  2.20909  -0.08008  3.42956
H  1.68761  -0.70873  2.02506
O  1.72548  -0.66638  3.04596
H  -2.94772  -0.79931  0.87135
O  -2.81029  -1.07807  1.61045
H  -4.84666  -2.44693  -2.97171
O  -5.36759  -2.12731  -2.29132
H  -0.88345  0.05355  -0.74241
H  0.23013  -0.44721  0.21846
O  -0.72585  -0.61150  -0.08238
H  -6.20874  -0.44182  -0.26377
H  -5.58847  -1.76583  -0.42623
O  -5.51343  -0.95131  0.17623
H  -1.31502  -1.51195  5.58515
H  -1.15897  -2.18167  4.23372
O  -0.98764  -1.49430  4.68930
H  0.33134  0.80822  6.79090
H  0.44173  -0.19771  5.83626
O  0.35797  -0.12199  6.70281
H  2.57709  -4.69333  0.81570
O  3.39142  -4.43082  1.26109
H  2.05906  -0.47226  -0.48618
H  1.43672  -2.01535  0.06284
O  1.56590  -0.97947  0.18725
H  1.71258  -4.75847  -2.59703
H  1.69460  -5.27320  -1.20562
O  1.61054  -5.59282  -2.14174
H  2.26423  -3.41937  -1.09150
H  0.54181  -3.41572  -0.89392
O  1.54080  -3.63066  -0.54448
H  2.45342  1.20688  -6.12270
H  2.55379  -0.25990  -5.48801
O  2.87711  0.38653  -6.22875
H  -1.02607  3.74098  0.97048
H  -1.39538  5.27842  0.88109
O  -1.17858  4.55095  1.37118
H  2.35549  4.07796  -1.23334
H  2.67751  3.04643  -2.31321
O  2.97092  3.84277  -1.87781
H  4.86483  0.68653  2.57877
O  5.48282  0.99136  3.19766
H  -2.19698  1.56616  -1.80236
H  -1.50951  0.44250  -2.40667
O  -1.31055  1.24593  -1.92584
H  3.01178  5.09850  1.20731
O  2.09177  4.83986  1.44949
H  -0.63473  -6.31996  2.26907
H  -1.38457  -5.06612  2.68771
O  -0.86875  -5.39518  1.97901
H  -0.14511  -1.52568  -5.51944
H  -0.73145  -1.44331  -4.00814
O  0.06248  -1.29373  -4.66799
H  -0.03910  5.86351  -3.75352
H  1.32691  5.14420  -3.80044
O  0.48609  5.27385  -4.24313
H  2.00479  -3.80094  3.00592
H  2.23026  -2.76683  3.87353
O  1.81134  -3.46075  3.84150
H  -0.92253  -2.14792  -0.84300
H  -1.55130  -3.31326  -1.90962
O  -0.66483  -2.81470  -1.65061
H  -5.46729  2.35928  -2.29658
H  -6.06320  3.02963  -0.98438
O  -5.90355  2.29569  -1.48625
H  0.58238  3.29502  -4.73556
H  -0.19629  1.94587  -4.71123
O  0.68000  2.34712  -4.75835
H  2.67718  -2.14900  -3.95068
H  4.16137  -2.24955  -3.58542
O  3.54714  -2.30627  -4.40809
H  0.17684  4.09092  3.73806
H  -1.24499  3.48400  3.75025
O  -0.25647  3.36211  4.13383
H  5.90367  -2.32292  2.41287
H  6.03593  -1.20188  1.55205
O  5.54302  -1.34687  2.26742
H  4.28679  0.89563  0.59402
O  4.75871  0.81670  -0.16592
H  -4.21069  2.95547  0.07688
H  -3.46305  2.59747  -1.16379
O  -3.72497  3.37428  -0.61101
H  5.46004  0.33608  3.80718
H  -3.55423  -0.53110  1.94885
H  1.92183  4.99403  2.25818
H  -5.65478  -1.22788  -2.42527
H  3.38228  -3.53322  1.66006
H  4.26306  1.59247  -0.78735
O  -2.66914  2.06516  5.01164
H  -2.92833  1.91684  6.03171
H  -1.88362  1.29039  4.91367
O  -2.11719  1.86894  0.82138
H  -1.71874  0.99718  0.61126
H  -1.46659  2.38688  0.66732
O  -5.41654  2.86580  3.62413
H  -5.22544  3.19297  2.89376
H  -4.75173  2.64653  4.30707
O  1.09784  0.17629  -2.15227
H  1.44448  0.70920  -2.81627
H  0.87545  -0.55877  -2.69895
O  -0.48747  0.88818  3.05504
H  -0.93945  0.24709  2.53454
H  0.29772  0.25742  3.21292
O  0.62401  5.84088  -0.41061
H  0.81777  5.54216  0.39316
H  0.16155  6.59467  -0.15385
O  -2.87069  -1.79214  -3.62606
H  -2.66171  -0.93361  -3.23897
H  -3.79348  -1.89985  -3.68056

Values from the calculation:
**Net charge**: 0
**Relative energy (zero: lowest compared OMol25 entry of this formula, charge and spin)**: 459.0 kcal/mol
**HOMO**: -10.25 eV

Atomic partial charges in e from the Mulliken method, atoms 1 to 8: H 0.287; H 0.342; O -0.638; H 0.243; H 0.247; O -0.471; H 0.310; H 0.338

Record 2
Here is the ion C2H3N2O2 with charge +1 from OMol25. Energies are from ωB97M-V with the def2-TZVPD basis set.

Element x y z (Å)
C  -0.36005  -1.38540  -0.38859
C  0.24978  1.35807  0.37333
N  -1.38056  -1.90623  -0.66781
N  -0.57860  0.33148  0.13230
O  -0.33069  2.39881  0.38255
O  -2.31418  -2.50263  -0.91830
H  0.69421  -1.83694  -0.38687
H  1.27279  1.23101  0.34731
H  -1.53540  0.60412  0.08058

Values from the calculation:
**Net charge**: +1
**Relative energy (zero: lowest compared OMol25 entry of this formula, charge and spin)**: 159.5 kcal/mol
**HOMO (alpha / beta)**: -15.58 / -15.58 eV

Atomic partial charges in e from the Mulliken method, atoms 1 to 8: C 0.013; C 0.189; N 0.633; N -0.246; O -0.376; O -0.238; H 0.382; H 0.382

Record 3
Here is an isolated molecule of C6H10N2O from OMol25. Energies are from ωB97M-V with the def2-TZVPD basis set.

Element x y z (Å)
C  1.75733  0.10291  2.08773
C  -0.93803  -2.40128  -0.14910
C  -0.85833  1.19249  -1.97283
N  0.83912  -0.15033  0.99678
C  0.46064  0.81350  0.23180
C  -1.13762  -0.96262  -0.08635
C  -0.67299  0.57876  -0.61709
O  1.14806  1.99365  0.13335
N  -1.91619  -0.01493  0.02157
H  0.61644  2.64173  -0.34246
H  2.61159  0.72986  1.81667
H  2.15822  -0.85489  2.42471
H  1.24837  0.57691  2.93271
H  -1.89163  -2.92930  -0.18520
H  -0.37020  -2.71539  0.72668
H  -0.33572  -2.63710  -1.02724
H  -1.28070  0.47041  -2.67508
H  0.09918  1.51659  -2.38382
H  -1.53753  2.04902  -1.93284

Values from the calculation:
**Net charge**: 0
**Relative energy (zero: lowest compared OMol25 entry of this formula, charge and spin)**: 72.6 kcal/mol
**HOMO**: -7.99 eV

Atomic partial charges in e from the Mulliken method, atoms 1 to 8: C -0.883; C -1.050; C -1.460; N -0.375; C 0.537; C 0.530; C 0.714; O -0.556

Record 4
Here is a structure of composition C3CsO4 from OMol25. Energies are from ωB97M-V with the def2-TZVPD basis set.

Element x y z (Å)
C  1.33709  -1.62680  -0.75725
C  0.60074  -0.77343  -0.10207
O  2.00918  -1.09204  0.65343
O  -0.76570  -0.86833  0.09097
O  -0.88949  1.38654  -0.17872
C  -1.49901  0.32737  0.08797
O  -2.70582  0.15945  0.29760
Cs  1.91302  2.48724  -0.09193

Values from the calculation:
**Net charge**: -1
**HOMO**: -2.55 eV

The net atomic charges from Mulliken, expressed in e, are: C -0.781; C 0.515; O -0.522; O -0.377; O -0.692; C 0.691; O -0.721; Cs 0.887

Record 5
Here is an isolated molecule of C3H6N2O from OMol25. Energies are from ωB97M-V with the def2-TZVPD basis set.

Element x y z (Å)
C  -0.63714  -0.39703  -0.89577
C  0.00979  0.76593  1.28171
N  -0.16387  -1.65310  -0.86789
N  0.08396  0.64684  -1.27318
C  0.76715  1.17409  -0.27949
O  1.77848  1.80404  -0.21968
H  -1.71956  -0.30503  -0.88669
H  -0.77988  -2.44608  -0.95617
H  0.83454  -1.78926  -0.89762
H  0.18418  1.68510  1.83050
H  0.67613  -0.00075  1.67394
H  -1.03380  0.51525  1.49034

Values from the calculation:
**Net charge**: 0
**Relative energy (zero: lowest compared OMol25 entry of this formula, charge and spin)**: 63.0 kcal/mol
**HOMO**: -8.70 eV

Atomic partial charges in e from the Mulliken method, atoms 1 to 8: C 0.038; C -1.028; N -0.327; N -0.451; C 0.474; O -0.554; H 0.388; H 0.241

Record 6
Here is a structure of composition C24H56CaN8O8 from OMol25. Energies are from ωB97M-V with the def2-TZVPD basis set.

Element x y z (Å)
Ca  -26.33508  32.66057  2.53203
C  -24.62781  32.43602  -0.57906
O  -25.01755  32.31504  0.60220
N  -23.35262  32.24958  -0.93178
C  -23.02684  32.57122  -2.30661
C  -22.29765  31.90521  0.00403
H  -25.40014  32.69963  -1.31813
H  -23.88943  32.85466  -2.90968
H  -22.49254  31.75323  -2.78984
H  -22.33609  33.41095  -2.38291
H  -22.81132  31.31218  0.76071
H  -21.44889  31.36169  -0.41105
H  -21.91961  32.83408  0.43111
C  -27.79634  31.10765  5.44597
O  -27.01484  31.57995  4.57918
N  -28.22241  31.68486  6.59800
C  -28.97555  30.91707  7.50819
C  -27.83438  33.02485  6.96227
H  -28.02734  30.03323  5.51285
H  -29.44842  30.04745  7.05183
H  -29.71562  31.54670  8.00211
H  -28.23867  30.47456  8.17848
H  -27.55866  33.58464  6.06856
H  -28.64483  33.54493  7.47295
H  -26.99927  33.07437  7.66100
C  -24.72622  34.21353  5.53317
O  -25.21158  33.66422  4.53989
N  -23.69458  33.70795  6.22912
C  -23.41422  34.25156  7.61873
C  -22.74008  32.76662  5.61696
H  -25.12886  35.01622  6.17016
H  -22.97122  33.50979  8.28329
H  -24.35748  34.53256  8.08712
H  -22.72987  35.09180  7.73603
H  -22.96181  32.70767  4.55138
H  -21.78136  33.27848  5.70034
H  -22.69078  31.71422  5.89649
C  -24.12906  30.22986  3.67919
O  -24.72481  31.18644  3.26475
N  -23.99835  29.09600  3.00243
C  -23.59220  27.93427  3.70685
C  -24.27684  28.95741  1.54208
H  -23.66906  30.12110  4.67356
H  -23.34273  28.22615  4.72698
H  -22.66551  27.55870  3.27292
H  -24.35771  27.16485  3.80730
H  -23.38162  28.75855  0.95290
H  -24.76408  27.99471  1.38747
H  -24.79998  29.79237  1.07595
C  -28.44804  33.58522  -0.48636
O  -27.81187  33.10723  0.46464
N  -29.04349  32.81587  -1.43473
C  -29.03151  31.32453  -1.35986
C  -29.86542  33.38907  -2.57016
H  -28.81819  34.61912  -0.56526
H  -28.99476  30.82751  -2.32926
H  -29.96398  31.07984  -0.85121
H  -28.16555  31.01216  -0.77621
H  -29.72725  32.76316  -3.45178
H  -30.93204  33.51173  -2.38210
H  -29.53283  34.41134  -2.75031
C  -25.76798  35.78182  1.26198
O  -25.89644  34.91012  2.07783
N  -24.55069  36.21777  0.89744
C  -24.40019  37.16706  -0.15189
C  -23.35872  35.52570  1.31632
H  -26.57263  36.35443  0.77531
H  -25.29586  37.76094  -0.33410
H  -23.88539  36.85425  -1.06031
H  -23.67119  37.81396  0.33614
H  -22.80647  35.39267  0.38603
H  -22.83948  36.22935  1.96699
H  -23.64061  34.63728  1.88142
C  -29.12433  34.63106  3.59811
O  -28.18601  33.86063  3.24655
N  -28.93249  35.74330  4.24429
C  -29.98949  36.74868  4.31726
C  -27.57293  36.08342  4.83548
H  -30.11633  34.52226  3.13303
H  -30.92300  36.48000  3.82282
H  -29.71053  37.72409  3.91868
H  -30.45160  36.75633  5.30442
H  -27.56116  35.74036  5.87002
H  -26.67148  35.71454  4.34617
H  -27.47452  37.16804  4.88051
C  -27.73761  29.37629  1.72068
O  -27.20588  30.52016  1.78621
N  -29.03413  29.24537  1.94585
C  -29.86403  28.04923  2.07796
C  -29.86512  30.41201  2.30276
H  -27.23982  28.44696  1.40326
H  -29.24232  27.16600  1.93135
H  -30.66763  28.04555  1.34155
H  -30.30213  27.87763  3.06118
H  -30.19307  30.36826  3.34134
H  -29.21139  31.24248  2.03618
H  -30.69159  30.41577  1.59211

Values from the calculation:
**Net charge**: +2
**HOMO**: -13.68 eV

Atomic partial charges in e from the Mulliken method, atoms 1 to 8: Ca 2.446; C -0.143; O -0.445; N 0.265; C -0.999; C -0.635; H 0.232; H 0.331

For the records above, the corresponding DFT total energy values read -3057.02581, -337.48406, -419.27072, -435.28952, -302.59263, -2665.34651 a.u..